[1]
{
  "formula": "C2H6N3",
  "method": "wB97M-V/def2-TZVPD",
  "charge": 1,
  "relative_energy_kj_mol": 130.2,
  "gap_ev": 11.9,
  "spin_multiplicity": 1,
  "energy_ha": -243.785348,
  "homo_ev": -15.6,
  "symbols": ["C", "C", "N", "N", "N", "H", "H", "H", "H", "H", "H"],
  "xyz": [[-0.871825, -0.073743, -0.248132], [2.299494, 0.698396, -0.121480], [-1.450234, 1.055485, 0.077021], [-1.241969, -1.320515, -0.064820], [3.239971, 0.089506, 0.162189], [0.138620, 0.239424, -0.513143], [-2.427304, 1.159673, 0.236742], [-0.743205, -2.121461, -0.351190], [-2.022880, -1.306024, 0.583599], [4.131063, -0.367173, 0.365858], [-1.051732, 1.946431, -0.126645]],
  "forces_ev_per_a": [[2.8, 1.3, -0.1], [-0.3, 0.0, 0.0], [-1.7, -0.8, 0.0], [-1.8, 3.1, 1.0], [1.1, -0.4, 0.2], [0.3, -1.2, -0.8], [-0.9, -0.3, 0.5], [0.6, -0.7, -0.1], [-0.2, -1.5, -0.4], [-0.8, 0.4, -0.2], [1.0, 0.2, -0.2]]
}

***

[2]
{
  "formula": "C2H6N3O",
  "method": "wB97M-V/def2-TZVPD",
  "charge": 1,
  "relative_energy_kj_mol": 326.4,
  "gap_ev": 10.9,
  "spin_multiplicity": 1,
  "energy_ha": -318.978039,
  "smiles": "O=C1NC[NH2+]N1",
  "homo_ev": -15.0,
  "symbols": ["O", "C", "N", "C", "N", "N", "H", "H", "H", "H", "H", "H"],
  "xyz": [[-2.635698, -0.126629, 0.071853], [-1.448296, 0.006282, 0.015884], [-0.646925, 1.136857, -0.006263], [0.933669, 0.692792, 0.152261], [0.769603, -0.778258, -0.173614], [-0.579725, -1.120044, 0.152680], [-0.810471, 2.132540, -0.309622], [1.597361, 1.248996, -0.649265], [1.160654, 0.957807, 1.079923], [1.081950, -0.821639, -1.091923], [1.479554, -1.259428, 0.459052], [-0.901677, -2.069277, 0.299030]],
  "forces_ev_per_a": [[0.7, 0.3, -0.3], [-0.4, 0.4, 0.6], [3.7, -0.1, -0.4], [-4.5, 1.9, -6.1], [0.9, 0.4, 4.6], [0.7, 1.1, -0.5], [-0.4, -2.0, 0.5], [-1.4, -1.4, 1.6], [1.4, 0.2, 4.1], [0.1, -1.0, -2.7], [-1.2, 0.1, -1.0], [0.4, 0.0, -0.3]]
}

***

[3]
{
  "formula": "C2H6N3O",
  "method": "wB97M-V/def2-TZVPD",
  "charge": 1,
  "relative_energy_kj_mol": 583.5,
  "gap_ev": 4.2,
  "spin_multiplicity": 1,
  "energy_ha": -318.880095,
  "homo_ev": -11.7,
  "symbols": ["C", "C", "N", "N", "N", "O", "H", "H", "H", "H", "H", "H"],
  "xyz": [[-6.187608, -0.794559, -0.255739], [2.275328, 0.836774, 0.021116], [3.665217, 0.303685, 0.143222], [1.226868, 0.244237, 0.039986], [4.722141, 0.927453, 0.037412], [-5.991622, 0.311348, -0.559142], [-6.659909, -1.068046, 0.746051], [-5.713233, -1.663123, -0.760232], [2.464809, 2.000566, -0.178005], [3.780332, -0.711914, 0.313363], [0.992110, -0.642811, 0.464195], [5.425570, 0.256387, -0.012232]],
  "forces_ev_per_a": [[0.3, -3.3, 2.5], [2.2, 4.9, -1.0], [1.2, -2.0, 1.0], [-1.4, -0.3, 1.0], [-3.2, 1.9, -0.6], [0.2, 3.0, -1.2], [-0.1, 0.2, -0.9], [-0.4, 0.1, -0.4], [-0.8, -2.5, 0.1], [-0.6, 0.0, -0.3], [0.4, -0.6, -0.5], [2.4, -1.4, 0.3]]
}

***

[4]
{
  "formula": "C2H6N3O2",
  "method": "wB97M-V/def2-TZVPD",
  "charge": -1,
  "relative_energy_kj_mol": 706.5,
  "gap_ev": 7.4,
  "spin_multiplicity": 1,
  "energy_ha": -394.391063,
  "homo_ev": -3.2,
  "symbols": ["C", "C", "N", "N", "N", "O", "O", "H", "H", "H", "H", "H", "H"],
  "xyz": [[0.603280, -1.036748, 0.059871], [-0.609173, -0.240146, 0.345883], [-1.785294, -0.688841, -0.157883], [-0.074667, 1.669214, -0.925294], [-2.928454, -0.115993, 0.140544], [-2.953853, 0.906640, 0.837111], [-3.869989, -0.762581, -0.294037], [1.107729, -0.606691, -0.774156], [0.036260, -1.968259, -0.196074], [1.252460, -1.373422, 0.844648], [-0.702979, 0.414050, 1.332093], [-0.484690, 2.228010, -0.187303], [-0.813720, 1.200563, -1.491047]],
  "forces_ev_per_a": [[-2.0, -2.1, -0.6], [-1.5, 4.2, 2.2], [3.1, -1.0, -0.7], [-0.1, -2.4, 0.5], [1.5, -0.3, 0.8], [-1.0, 0.1, -0.2], [-1.9, 0.8, 0.1], [0.5, 0.0, -0.5], [1.1, 0.1, -0.6], [0.3, 0.7, 0.8], [0.4, -1.3, -2.1], [-0.7, 0.2, -0.3], [0.3, 1.1, 0.6]]
}

***

[5]
{
  "formula": "C2H6N3O2",
  "method": "wB97M-V/def2-TZVPD",
  "charge": -1,
  "relative_energy_kj_mol": 46.4,
  "gap_ev": 8.1,
  "spin_multiplicity": 1,
  "energy_ha": -394.642499,
  "homo_ev": -4.2,
  "symbols": ["N", "C", "N", "H", "H", "H", "H", "N", "C", "O", "O", "H", "H"],
  "xyz": [[-1.347220, -1.032723, 0.124165], [-1.295545, -1.460027, 1.401331], [-0.400253, -1.105430, 2.247532], [-0.738991, -0.312290, -0.312137], [-2.094304, -1.394591, -0.419254], [-2.115078, -2.158718, 1.617781], [-0.630827, -1.529329, 3.140290], [1.883298, 2.054137, -1.580714], [0.968661, 1.018997, -1.245368], [1.384319, -0.150707, -1.372738], [-0.186569, 1.390459, -0.891714], [1.734149, 2.936702, -1.131715], [2.838360, 1.743520, -1.577460]],
  "forces_ev_per_a": [[0.2, 0.0, 0.2], [0.3, 0.4, -0.6], [-0.3, -0.1, 0.3], [-0.1, 0.0, 0.4], [-0.3, -0.1, -0.4], [0.0, 0.0, 0.2], [0.1, -0.1, 0.1], [0.2, 0.0, -0.3], [-0.4, -0.1, 0.0], [0.1, 0.1, -0.1], [0.3, -0.1, -0.1], [-0.2, 0.1, 0.2], [0.1, -0.1, 0.1]]
}

***

[6]
{
  "formula": "C2H6N3O2",
  "method": "wB97M-V/def2-TZVPD",
  "charge": 1,
  "relative_energy_kj_mol": 489.8,
  "gap_ev": 9.3,
  "spin_multiplicity": 1,
  "energy_ha": -394.094864,
  "smiles": "N=C=[N+](O)OCN",
  "homo_ev": -14.3,
  "symbols": ["N", "C", "N", "O", "O", "C", "N", "H", "H", "H", "H", "H", "H"],
  "xyz": [[2.634923, -1.051679, 0.126431], [1.667381, -0.339383, 0.068415], [0.779346, 0.613681, -0.093629], [1.007886, 1.684637, 0.779314], [-0.144299, 0.459251, -1.089462], [-1.600997, 0.237760, -0.546317], [-1.660885, -0.811025, 0.371675], [2.983367, -1.941717, 0.036164], [1.796919, 2.251009, 0.436545], [-1.863623, 1.197134, -0.024304], [-2.005457, 0.064864, -1.605226], [-2.008350, -1.723319, 0.191623], [-1.586210, -0.641208, 1.348774]],
  "forces_ev_per_a": [[-4.9, 4.9, -0.7], [2.2, -1.4, -0.3], [2.0, -1.6, 0.5], [0.6, 0.9, -1.0], [0.6, 1.0, 0.9], [0.0, -0.2, 0.1], [0.3, 0.6, -0.7], [1.1, -2.4, 0.3], [-1.8, -1.3, 0.2], [0.2, -0.8, -1.1], [0.0, 0.2, 2.0], [-0.1, -0.4, -0.8], [-0.1, 0.5, 0.4]]
}

***

[7]
{
  "formula": "C2H6N3O2",
  "method": "wB97M-V/def2-TZVPD",
  "charge": 1,
  "relative_energy_kj_mol": 528.9,
  "gap_ev": [9.1, 9.1],
  "spin_multiplicity": 1,
  "energy_ha": -394.079968,
  "homo_ev": [-15.4, -15.4],
  "symbols": ["C", "C", "N", "N", "N", "O", "O", "H", "H", "H", "H", "H", "H"],
  "xyz": [[-0.401667, -0.442675, -1.169353], [0.327968, 0.284235, 1.098365], [-0.342129, -2.930280, 2.346275], [-0.520466, -1.816404, 0.678748], [-0.214109, -0.664936, 0.263653], [-0.605769, -3.856509, 1.822345], [-0.940518, -2.776060, 0.028368], [0.623178, -0.045183, -1.313264], [-0.442007, -1.328791, -1.774647], [-1.281455, 0.121081, -1.237603], [-0.402503, 1.057611, 1.321124], [0.519717, -0.080170, 2.010778], [1.254563, 0.770593, 0.702486]],
  "forces_ev_per_a": [[2.9, 0.2, 0.6], [0.6, 3.9, -0.9], [0.0, -1.4, 0.5], [-0.4, -2.5, 0.4], [-1.8, -3.9, -2.5], [0.3, 0.8, 1.3], [0.5, 3.1, -0.6], [-1.1, 1.0, -1.3], [-0.3, -0.7, 0.3], [-0.8, 1.4, -0.8], [-0.1, 0.4, -0.4], [1.0, -1.8, 3.3], [-0.8, -0.6, 0.0]]
}

***

[8]
{
  "formula": "C2H6N3O2",
  "method": "wB97M-V/def2-TZVPD",
  "charge": 1,
  "relative_energy_kj_mol": 27.5,
  "gap_ev": 11.1,
  "spin_multiplicity": 1,
  "energy_ha": -394.270953,
  "smiles": "NC1=[NH+]N[C@H](O)O1",
  "homo_ev": -14.6,
  "symbols": ["N", "C", "N", "N", "C", "O", "O", "H", "H", "H", "H", "H", "H"],
  "xyz": [[-1.711755, -1.266721, -0.832598], [-0.699437, -0.574337, -0.211523], [-0.707742, 0.772848, -0.261595], [0.512724, 1.319178, -0.001476], [1.322707, 0.299235, 0.603473], [2.462023, 0.253513, -0.155356], [0.453288, -0.969558, 0.271383], [-2.442435, -0.833467, -1.370610], [-1.303342, -2.161155, -1.084360], [-1.534849, 1.292298, -0.421608], [0.948366, 1.527867, -0.850676], [1.420893, 0.366636, 1.699896], [3.091810, -0.380692, 0.156918]],
  "forces_ev_per_a": [[3.5, -0.8, 2.3], [-0.3, 2.5, -1.8], [-1.1, -2.2, 0.3], [0.5, 0.8, 2.2], [0.0, 0.1, -1.4], [-1.5, 0.4, 0.6], [-1.2, -1.1, -0.1], [0.2, 0.2, -0.1], [-1.1, -0.4, -0.2], [-0.5, 0.9, 0.0], [0.9, 0.7, -1.7], [0.0, -0.5, -0.5], [0.8, -0.6, 0.6]]
}

***

[9]
{
  "formula": "C2H6N3O2",
  "method": "wB97M-V/def2-TZVPD",
  "charge": 1,
  "relative_energy_kj_mol": 282.8,
  "gap_ev": 10.0,
  "spin_multiplicity": 1,
  "energy_ha": -394.173710,
  "smiles": "O=CNN/C=[NH+]\\O",
  "homo_ev": -14.5,
  "symbols": ["O", "C", "N", "N", "C", "N", "O", "H", "H", "H", "H", "H", "H"],
  "xyz": [[1.897856, -0.762907, -2.763300], [1.265630, 0.074399, -2.300526], [1.088966, 0.155763, -0.939411], [0.170636, 0.947914, -0.384186], [-0.625516, 0.517395, 0.512409], [-0.562570, -0.631230, 1.222808], [0.033830, -1.791470, 0.753546], [0.630647, 0.950094, -2.812697], [1.261496, -0.821262, -0.455211], [0.086654, 1.828360, -0.874412], [-1.269436, 1.258077, 0.986117], [-1.108868, -0.750084, 2.033066], [-0.426257, -2.234283, 0.050506]],
  "forces_ev_per_a": [[2.2, -2.8, -2.2], [-3.6, 4.5, 0.3], [2.4, -4.0, 1.5], [-0.2, -0.1, -1.3], [-1.0, 0.1, 3.4], [0.2, 0.3, -3.0], [1.7, 0.7, 1.3], [1.4, -1.5, 0.3], [-0.3, 2.8, -0.8], [-0.5, 0.4, 0.5], [0.0, -0.1, -0.2], [-0.8, -0.2, 0.9], [-1.4, -0.1, -0.6]]
}

***

[10]
{
  "formula": "C2H6N3OS",
  "method": "wB97M-V/def2-TZVPD",
  "charge": 1,
  "relative_energy_kj_mol": 582.0,
  "gap_ev": [6.5, 6.5],
  "spin_multiplicity": 1,
  "energy_ha": -717.059737,
  "homo_ev": [-13.5, -13.5],
  "symbols": ["C", "C", "N", "N", "N", "O", "S", "H", "H", "H", "H", "H", "H"],
  "xyz": [[-0.182774, 0.090945, 0.781507], [0.384651, -0.019321, 2.198012], [-0.597383, -0.081428, -3.643762], [0.780956, 0.039858, -0.145109], [-1.399053, 0.252876, 0.446818], [0.630337, 0.019595, -1.489259], [-0.360331, 0.825560, -2.565024], [1.235715, -0.840967, 2.073856], [-0.464045, -0.319499, 2.730621], [0.800563, 0.905858, 2.461203], [-0.634585, -0.843514, -4.295015], [1.730053, 0.028213, 0.188588], [-1.924105, -0.058177, 1.257564]],
  "forces_ev_per_a": [[-1.2, 0.5, 0.4], [1.8, -2.9, -3.4], [-0.2, 1.2, 0.1], [1.5, 0.9, 0.6], [0.3, -0.7, -0.1], [-0.4, -0.3, -2.0], [0.3, -1.3, 1.9], [-1.8, 1.6, 1.1], [-0.6, -0.5, 1.6], [0.5, 1.2, 0.7], [0.2, -0.5, 0.0], [0.4, 0.1, -0.8], [-0.8, 0.6, -0.1]]
}